[1]
A structure of composition C29H49O15PdS5 at a distorted geometry. Source: the OMol25 dataset; level of theory: ωB97M-V with the def2-TZVPD basis set.

Charge: -1
HOMO-LUMO gap (spin up / spin down) (eV): 6.1 / 3.5
Expectation value of S²: 2.029
Highest occupied orbital energy (spin up / spin down) (eV): -3.87 / -3.36
DFT total energy (Ha): -4381.5410
Spin multiplicity: 3

Element x y z (Å)
Pd1 -0.5137 0.0435 0.0454
C1 -3.9780 -0.5494 2.5594
C2 -3.7705 0.3572 1.3227
C3 -4.5408 1.6473 1.4089
O1 -2.4178 0.5747 1.0267
H1 -4.9470 -0.4515 3.0489
H2 -3.1624 -0.5308 3.2822
H3 -4.0748 -1.5791 2.2151
H4 -4.3434 -0.1598 0.5529
H5 -5.6023 1.4001 1.3997
H6 -4.4243 2.1278 0.4375
H7 -4.3679 2.2257 2.3165
C4 5.1185 -0.4002 -1.8807
C5 5.7202 -1.1135 -0.7791
C6 4.7683 -1.8707 0.2199
O2 5.2550 -2.4907 1.1466
C7 3.3465 -1.7944 0.0397
C8 2.8438 -0.9501 -0.9349
C9 3.7543 -0.3087 -1.9828
O3 3.3544 0.2122 -3.1030
O4 1.5882 -0.6197 -0.8472
O5 6.8989 -1.4330 -0.6940
H8 5.7035 -0.0227 -2.7063
H9 2.6426 -2.1758 0.7646
C10 3.2547 0.6020 4.3741
C11 1.9548 1.0283 5.2087
C12 0.7178 0.9807 4.2932
S1 0.9658 -0.5066 3.3626
O6 0.4227 -0.3310 2.0127
O7 0.8970 -1.7845 4.1513
C13 2.7754 -0.2888 3.2209
H10 3.9311 0.0356 5.0142
H11 3.9128 1.4323 4.1179
H12 2.1256 2.0221 5.6226
H13 1.8534 0.4088 6.0998
H14 0.6931 1.7117 3.4851
H15 -0.2497 0.8146 4.7670
H16 2.9243 0.3656 2.3621
H17 3.0645 -1.3162 2.9997
C14 2.0444 5.1284 -0.9129
C15 3.3925 4.2698 -1.0638
C16 3.0836 2.7829 -0.6672
S2 1.8958 2.8166 0.7250
O8 2.4904 2.8807 2.0548
O9 0.8617 1.8509 0.3666
C17 1.3490 4.5177 0.3160
H18 1.4528 4.9138 -1.8029
H19 2.1900 6.2044 -0.8172
H20 4.1558 4.7515 -0.4528
H21 3.6645 4.3311 -2.1175
H22 3.8753 2.1025 -0.3534
H23 2.5619 2.2641 -1.4714
H24 1.8469 5.0533 1.1242
H25 0.2664 4.5576 0.4367
C18 -0.3777 -3.7410 -3.9447
C19 -1.9284 -3.7718 -3.6389
C20 -2.5698 -2.3720 -3.8656
S3 -1.2737 -1.1741 -3.2871
O10 -1.3218 -1.1628 -1.8365
O11 -1.3493 0.0858 -4.0610
C21 0.0798 -2.2824 -3.8044
H26 -0.3008 -3.9501 -5.0117
H27 0.1722 -4.5649 -3.4899
H28 -2.0769 -4.0498 -2.5955
H29 -2.4444 -4.5605 -4.1864
H30 -3.3335 -2.0026 -3.1811
H31 -2.9301 -2.2719 -4.8895
H32 1.0132 -2.0658 -3.2847
H33 0.2710 -1.9533 -4.8258
C22 -4.1477 2.7871 -2.3637
C23 -3.8295 4.0071 -1.2755
C24 -2.4336 3.9339 -0.6861
S4 -1.4819 2.9726 -2.0272
O12 -1.0997 1.6353 -1.4901
O13 -0.4964 3.8642 -2.5711
C25 -2.9241 2.8758 -3.2772
H34 -5.0732 3.0363 -2.8829
H35 -4.3194 1.8616 -1.8140
H36 -4.5908 4.1066 -0.5017
H37 -3.8799 4.9796 -1.7651
H38 -2.2648 3.4045 0.2517
H39 -2.0548 4.9446 -0.5341
H40 -2.6954 2.0678 -3.9721
H41 -2.9199 3.7803 -3.8855
C26 0.1315 -4.6734 2.4424
C27 0.6309 -5.2325 1.1356
C28 -0.1116 -4.4416 -0.1057
S5 -1.4681 -3.4830 0.6705
O14 -2.7620 -3.7683 0.0612
O15 -1.0123 -2.1246 0.7915
C29 -1.3593 -4.2590 2.2919
H42 0.7099 -3.7609 2.5870
H43 0.3756 -5.2549 3.3315
H44 0.3490 -6.2854 1.1326
H45 1.6833 -4.9560 1.0703
H46 -0.6009 -5.2784 -0.6042
H47 0.5797 -3.8808 -0.7347
H48 -2.0303 -5.1145 2.2145
H49 -1.7601 -3.6450 3.0984

***

[2]
A cluster of 5 separate species, C29H51NO15P in total at a distorted geometry. Source: the OMol25 dataset; level of theory: ωB97M-V with the def2-TZVPD basis set.

HOMO-LUMO gap (spin up / spin down) (eV): 9.0 / 9.5
Expectation value of S²: 0.754
Highest occupied orbital energy (spin up / spin down) (eV): -8.54 / -9.26
DFT total energy (Ha): -2660.2690
Spin multiplicity: 2

Element x y z (Å)
C1 -1.6944 4.5097 0.5175
C2 -1.3400 3.3118 -0.4660
C3 -1.8025 2.0309 0.3293
C4 0.2064 3.3933 -0.6664
C5 0.7846 2.7827 -1.9849
C6 1.1928 1.2770 -1.9525
C7 1.5838 0.6638 -0.5739
C8 2.8223 1.3063 0.1468
C9 4.1522 1.1543 -0.6758
O1 4.9040 2.3640 -0.7558
P1 2.3003 3.8138 -2.4221
O2 3.0711 3.2684 -3.6156
C10 -0.1860 2.9763 -3.2268
C11 -1.6959 2.7761 -2.8537
C12 -2.1067 1.2639 -2.7927
C13 -2.5040 3.3523 -4.0924
N1 -2.1371 3.5606 -1.6815
O3 -2.0392 4.8192 -2.0208
H1 -2.7847 4.6659 0.4079
H2 -1.1551 5.4341 0.2521
H3 -1.4691 4.2677 1.5761
H4 -1.2831 1.1136 0.0111
H5 -1.7554 2.2137 1.4119
H6 -2.8837 1.9146 0.0923
H7 0.6686 3.0141 0.2631
H8 0.4454 4.4850 -0.6855
H9 0.4366 0.6002 -2.3999
H10 2.0839 1.1708 -2.6145
H11 0.7432 0.5865 0.1431
H12 1.8897 -0.3889 -0.7755
H13 2.9626 0.6999 1.0690
H14 2.6665 2.3535 0.4659
H15 3.9937 0.7089 -1.6752
H16 4.8036 0.4373 -0.1248
H17 4.5817 2.9848 -0.1051
H18 1.7449 5.0760 -2.8251
H19 3.0929 4.0970 -1.2759
H20 0.0605 2.2410 -4.0088
H21 -0.0555 4.0235 -3.5699
H22 -3.1980 1.1182 -2.7493
H23 -1.7265 0.8311 -3.7427
H24 -1.6018 0.7151 -1.9893
H25 -1.9924 4.1978 -4.5727
H26 -3.5272 3.6169 -3.7586
H27 -2.6438 2.4927 -4.7817
C14 -4.8571 5.2901 5.3382
C15 -3.6495 4.3844 5.4106
C16 -2.4052 5.0415 5.9396
O4 -1.3753 4.2532 5.3348
C17 -1.8846 3.7601 4.1792
O5 -1.2455 3.2110 3.3401
O6 -3.2204 3.9803 4.1030
H28 -5.6446 4.8295 4.7409
H29 -5.2468 5.4966 6.3355
H30 -4.6092 6.2388 4.8582
H31 -3.8944 3.4783 5.9743
H32 -2.3347 5.0064 7.0257
H33 -2.2883 6.0762 5.6056
C18 -0.8364 -5.1638 -2.8938
C19 -1.3292 -3.7421 -3.0324
C20 -0.2475 -2.7011 -2.9763
O7 -0.9629 -1.5520 -2.5053
C21 -2.0116 -2.0153 -1.7682
O8 -2.7120 -1.3401 -1.0830
O9 -2.1497 -3.3572 -1.9174
H34 -1.6749 -5.8393 -2.7111
H35 -0.3203 -5.4803 -3.7904
H36 -0.1566 -5.2644 -2.0466
H37 -1.9350 -3.6423 -3.9394
H38 0.2038 -2.5056 -3.9479
H39 0.5409 -2.9356 -2.2555
C22 -1.9241 -10.8120 -3.1304
C23 -0.5610 -10.1718 -3.0026
C24 -0.2183 -9.7017 -1.6161
O10 0.7190 -8.6540 -1.8825
C25 0.4181 -8.1576 -3.1081
O11 0.8806 -7.1634 -3.5636
O12 -0.4885 -8.9449 -3.7424
H40 -2.2003 -10.9158 -4.1802
H41 -1.9343 -11.7979 -2.6647
H42 -2.6934 -10.1968 -2.6596
H43 0.2070 -10.8441 -3.3987
H44 0.2327 -10.4800 -1.0026
H45 -1.0716 -9.2736 -1.0826
C26 3.9493 1.5152 5.3309
C27 4.6391 0.1728 5.2488
C28 4.2222 -0.6726 4.0778
O13 4.4848 -1.9939 4.5566
C29 4.3678 -1.9537 5.9098
O14 4.3469 -2.9082 6.6121
O15 4.2744 -0.6697 6.3495
H46 4.1172 1.9717 6.3071
H47 4.3206 2.1897 4.5584
H48 2.8691 1.4108 5.2115
H49 5.7254 0.3078 5.2788
H50 4.7998 -0.4633 3.1781
H51 3.1559 -0.5955 3.8458

***

[3]
A cluster of 3 separate species, C29H51NO8S2 in total. Source: the OMol25 dataset; level of theory: ωB97M-V with the def2-TZVPD basis set.

HOMO-LUMO gap (eV): 9.3
SMILES: COCCCCCCCC[C@@]1(Cc2ccc(C)cc2)OS(=O)(=O)O[C@@]1(CCCO)N=C=S.CC(C)O.CC(C)O
Highest occupied orbital energy (eV): -9.00
DFT total energy (Ha): -2588.6174

Element x y z (Å)
C1 0.2847 0.6757 4.3105
O1 -0.8657 -0.1387 4.3134
C2 -0.6684 -1.3403 5.0463
C3 -2.0044 -2.0622 5.2189
C4 -2.0887 -3.3576 4.4006
C5 -2.4506 -3.0762 2.9412
C6 -1.9266 -4.0941 1.9231
C7 -0.4024 -4.2694 1.8732
C8 0.3069 -3.3261 0.8817
C9 0.6016 -1.9817 1.5467
C10 1.2104 -0.8137 0.7524
C11 0.3442 0.4509 0.7368
C12 -1.0389 0.4531 0.1146
C13 -1.9058 -0.6246 0.0457
C14 -3.1483 -0.5066 -0.5409
C15 -3.5725 0.6921 -1.0813
C16 -4.9163 0.8377 -1.7393
C17 -2.7059 1.7727 -1.0048
C18 -1.4788 1.6600 -0.4117
O2 2.3995 -0.4386 1.5797
S1 3.4574 0.3915 0.7635
O3 4.7361 -0.2071 0.9260
O4 3.3134 1.7877 1.0154
O5 2.8504 0.0886 -0.6578
C19 1.9229 -1.0671 -0.6142
C20 1.1544 -0.9086 -1.9157
C21 0.1894 -1.9877 -2.4081
C22 0.7666 -3.3590 -2.6990
O6 1.7380 -3.1958 -3.7329
N1 2.7346 -2.2591 -0.5209
C23 3.6753 -2.5224 -1.2344
S2 4.8924 -2.8537 -2.1435
H1 0.4237 1.1594 5.2823
H2 0.1533 1.4519 3.5591
H3 1.1835 0.1044 4.0557
H4 -0.2228 -1.0950 6.0167
H5 0.0474 -1.9664 4.4980
H6 -2.1781 -2.2730 6.2736
H7 -2.7787 -1.3747 4.8769
H8 -2.8281 -4.0250 4.8461
H9 -1.1241 -3.8607 4.4765
H10 -3.5420 -3.0714 2.8761
H11 -2.1400 -2.0630 2.6773
H12 -2.2838 -3.7853 0.9360
H13 -2.4154 -5.0507 2.1233
H14 -0.1873 -5.2949 1.5704
H15 0.0296 -4.1238 2.8634
H16 -0.3466 -3.2267 0.0170
H17 1.2345 -3.7941 0.5637
H18 1.2890 -2.1762 2.3692
H19 -0.3097 -1.5993 2.0046
H20 0.2481 0.7499 1.7830
H21 0.9137 1.2412 0.2508
H22 -1.6366 -1.5807 0.4559
H23 -3.7851 -1.3824 -0.5809
H24 -5.5091 -0.0677 -1.6299
H25 -4.8173 1.0906 -2.7941
H26 -5.4765 1.6460 -1.2653
H27 -3.0239 2.7147 -1.4345
H28 -0.8224 2.5207 -0.3794
H29 1.9099 -0.7736 -2.6922
H30 0.6095 0.0316 -1.8415
H31 -0.1770 -1.6256 -3.3731
H32 -0.6959 -2.0614 -1.7809
H33 -0.0423 -4.0024 -3.0584
H34 1.2059 -3.8285 -1.8206
H35 2.4477 -3.8311 -3.6108
C24 2.7049 5.5829 -0.2377
C25 3.5437 6.2579 0.8345
C26 4.9541 5.6892 0.8786
O7 2.9165 6.1368 2.1107
H36 2.6177 4.5132 -0.0256
H37 1.6980 6.0011 -0.2646
H38 3.1534 5.6966 -1.2260
H39 3.5898 7.3310 0.6418
H40 4.9207 4.6215 1.1118
H41 5.5415 6.1859 1.6509
H42 5.4614 5.8127 -0.0793
H43 2.8640 5.1965 2.3162
C27 -2.1271 0.9923 -5.9272
C28 -1.6098 1.9327 -4.8498
C29 -0.6120 2.9368 -5.4051
O8 -1.0363 1.1949 -3.7721
H44 -1.3005 0.4167 -6.3531
H45 -2.8444 0.2871 -5.5067
H46 -2.6108 1.5421 -6.7354
H47 -2.4503 2.4674 -4.4026
H48 0.2569 2.4157 -5.8165
H49 -0.2608 3.6028 -4.6170
H50 -1.0553 3.5391 -6.1990
H51 -0.2843 0.7033 -4.1213

***

[4]
A structure of composition C29H52FN11O12S at a distorted geometry. Source: the OMol25 dataset; level of theory: ωB97M-V with the def2-TZVPD basis set.

HOMO-LUMO gap (eV): 8.3
Highest occupied orbital energy (eV): -8.94
DFT total energy (Ha): -3139.6974

Element x y z (Å)
O1 -2.3707 -0.1059 1.2262
C1 -1.3402 0.3034 0.7630
O2 -0.5913 -0.4864 -0.0224
C2 0.1049 0.2286 -1.0749
C3 -0.6809 0.1399 -2.3900
C4 -1.4916 1.4293 -2.5601
C5 -2.7208 1.2977 -3.4925
C6 -3.7534 2.3336 -3.0435
C7 -3.3943 3.6481 -3.0751
C8 -4.2836 4.6748 -2.6368
N1 -4.0458 5.9832 -2.5874
S1 -5.4153 6.6031 -1.9559
N2 -6.3036 5.2984 -1.7715
C9 -5.5689 4.2434 -2.1683
C10 -5.9488 2.8840 -2.1431
C11 -5.0547 1.9459 -2.5626
C12 -5.3891 0.4879 -2.5267
O3 -5.5812 -0.1183 -3.5389
N3 -5.4481 -0.2229 -1.2611
C13 -6.7210 -0.3359 -0.7353
O4 -6.9599 -0.6333 0.3863
F1 -7.7051 -0.1189 -1.6073
H1 -1.0156 1.3211 1.0120
H2 0.1256 1.2808 -0.7728
H3 1.1440 -0.0724 -1.1682
H4 0.0135 -0.0008 -3.2195
H5 -1.3095 -0.7513 -2.3579
H6 -0.8336 2.2517 -2.8424
H7 -1.8915 1.6993 -1.5751
H8 -2.4230 1.5972 -4.4990
H9 -3.1229 0.2905 -3.4968
H10 -2.4062 3.9337 -3.4157
H11 -6.9337 2.6150 -1.7794
H12 -4.8022 0.1446 -0.5661
O5 2.9302 1.0701 -2.1395
C14 3.8320 0.3551 -2.5405
N4 4.6846 -0.2398 -1.6741
C15 4.0544 0.0729 -4.0088
H13 5.4295 -0.8442 -1.9630
H14 4.5429 -0.0624 -0.6850
H15 4.2367 1.0132 -4.5265
H16 3.1592 -0.3927 -4.4184
H17 4.9029 -0.5902 -4.1774
O6 5.0107 0.7691 1.0378
C16 5.7528 0.9158 1.9972
N5 5.2614 1.2954 3.1984
C17 7.2392 0.6801 1.9255
H18 5.8350 1.4204 4.0109
H19 4.2659 1.4457 3.2712
H20 7.6676 1.3512 1.1819
H21 7.4244 -0.3508 1.6319
H22 7.7289 0.8567 2.8812
O7 -8.2346 -4.7298 3.0517
C18 -8.7924 -3.6931 2.7478
N6 -9.9678 -3.3262 3.3355
C19 -8.2463 -2.7374 1.7150
H23 -10.4539 -2.4797 3.1101
H24 -10.3561 -3.9425 4.0283
H25 -8.1606 -3.2586 0.7634
H26 -7.2634 -2.4011 2.0282
H27 -8.8857 -1.8681 1.5816
O8 2.4736 -0.5530 3.1656
C20 2.6794 -1.4979 2.4192
N7 3.9213 -1.7562 1.9432
C21 1.5846 -2.4366 1.9789
H28 4.1334 -2.5202 1.3303
H29 4.6595 -1.1334 2.2233
H30 0.8185 -1.8666 1.4537
H31 1.1435 -2.9030 2.8590
H32 1.9548 -3.2188 1.3167
O9 -2.3540 3.5533 0.6156
C22 -2.6284 4.5698 1.2272
N8 -2.4826 4.6454 2.5754
C23 -3.1460 5.8094 0.5413
H33 -2.7000 5.4666 3.1069
H34 -2.1417 3.8296 3.0561
H35 -4.0745 5.5655 0.0315
H36 -2.4121 6.1436 -0.1894
H37 -3.3367 6.6203 1.2444
O10 8.8175 -1.9451 2.7552
C24 9.6984 -2.7097 2.4069
N9 10.4575 -3.3740 3.3155
C25 10.0147 -2.9788 0.9552
H38 11.1893 -4.0101 3.0622
H39 10.2664 -3.2145 4.2902
H40 10.2921 -2.0421 0.4749
H41 9.1276 -3.3814 0.4696
H42 10.8318 -3.6892 0.8349
O11 -1.6303 -1.1658 -5.1284
C26 -1.7356 -1.4195 -6.3124
N10 -2.9269 -1.2982 -6.9566
C27 -0.5699 -1.8834 -7.1529
H43 -3.0496 -1.4991 -7.9306
H44 -3.7208 -0.9922 -6.4180
H45 -0.1785 -2.8080 -6.7326
H46 0.2075 -1.1218 -7.1285
H47 -0.8530 -2.0620 -8.1899
O12 4.0142 -3.6898 6.9109
C28 3.1926 -2.8128 6.7213
N11 2.0023 -2.8039 7.3841
C29 3.4129 -1.6786 5.7508
H48 1.3037 -2.0982 7.2493
H49 1.8249 -3.5480 8.0366
H50 3.5687 -2.0892 4.7605
H51 4.3018 -1.1262 6.0532
H52 2.5691 -0.9939 5.7146

***

[5]
A cluster of 3 separate species, C29H52N5O14P3S in total at a distorted geometry. Source: the OMol25 dataset; level of theory: ωB97M-V with the def2-TZVPD basis set.

HOMO-LUMO gap (eV): 7.6
SMILES: CCOP(=O)(CCC[C@H](CC(N)(N)N)OC[C@](C[C@@H](C)O)(O[C@H](S)P(C)O)P(=O)(O)O)OCC.O=[N+]([O-])c1ccccc1.O=[N+]([O-])c1ccccc1
Highest occupied orbital energy (eV): -8.08
DFT total energy (Ha): -3885.6187

Element x y z (Å)
C1 -1.2293 -1.4842 3.5517
C2 -1.2781 -1.9044 2.0945
O1 -0.4218 -1.1145 1.2303
P1 -0.7657 0.3999 0.8812
O2 -0.8702 0.6015 -0.5773
C3 0.5712 1.4184 1.5500
C4 1.5620 0.7543 2.5190
C5 3.0307 1.0830 2.2543
C6 3.5280 0.9004 0.8051
C7 3.5106 2.2212 0.0455
C8 3.5832 2.1367 -1.4902
N1 2.3964 1.5118 -2.0699
N2 3.7461 3.5340 -1.9341
N3 4.7819 1.4651 -1.9857
O3 2.8719 -0.1259 0.0790
C9 3.1401 -1.4054 0.5994
C10 3.6028 -2.3972 -0.4811
C11 4.3450 -3.5493 0.2204
C12 3.6368 -4.1636 1.4405
C13 3.4313 -5.6814 1.3071
O4 4.5034 -3.8779 2.5544
O5 4.4163 -1.6462 -1.3913
C14 5.3334 -2.3667 -2.2020
S1 6.9996 -2.3913 -1.5128
P2 5.4736 -1.4903 -3.8683
C15 3.7359 -1.1568 -4.2865
O6 5.8225 -2.8248 -4.7958
P3 2.1222 -3.0906 -1.3103
O7 1.1951 -3.7486 -0.3774
O8 1.5600 -1.8599 -2.1096
O9 2.5912 -4.1332 -2.4490
O10 -2.0885 0.8291 1.6620
C16 -3.2334 1.1908 0.8426
C17 -3.9759 -0.0039 0.2991
H1 -1.9697 -0.7168 3.7612
H2 -1.4490 -2.3496 4.1754
H3 -0.2359 -1.1373 3.8266
H4 -0.9029 -2.9206 1.9969
H5 -2.2870 -1.8946 1.6917
H6 0.0655 2.2478 2.0449
H7 1.0479 1.8212 0.6639
H8 1.3363 1.1496 3.5103
H9 1.4425 -0.3226 2.5934
H10 3.6492 0.4523 2.8949
H11 3.2323 2.1070 2.5695
H12 4.5770 0.5940 0.8861
H13 2.6493 2.8383 0.3063
H14 4.3924 2.7749 0.3637
H15 1.7127 1.2105 -1.3892
H16 1.9659 2.1245 -2.7454
H17 2.8816 4.0326 -1.7449
H18 3.8373 3.5274 -2.9471
H19 4.8423 0.5307 -1.5876
H20 5.5786 1.9762 -1.6138
H21 3.9650 -1.3785 1.3163
H22 2.2635 -1.7962 1.1136
H23 5.3173 -3.1946 0.5564
H24 4.5448 -4.3545 -0.4840
H25 2.6588 -3.7296 1.6221
H26 2.3963 -5.9148 1.0636
H27 3.6913 -6.1794 2.2388
H28 4.0589 -6.1168 0.5300
H29 4.0878 -4.2362 3.3456
H30 5.0172 -3.3832 -2.4099
H31 7.4708 -1.3338 -2.1906
H32 3.7116 -0.5650 -5.1978
H33 3.2834 -0.6138 -3.4567
H34 3.1458 -2.0651 -4.4337
H35 5.3413 -2.7950 -5.6299
H36 0.6244 -1.9658 -2.3328
H37 2.8115 -4.9530 -1.9827
H38 -3.9213 1.6989 1.5190
H39 -2.9510 1.9131 0.0901
H40 -3.4548 -0.4801 -0.5285
H41 -4.9603 0.3301 -0.0046
H42 -4.1425 -0.7419 1.0828
O11 -6.7273 2.1684 -2.2462
N4 -5.5147 2.2368 -2.2402
O12 -4.8236 2.2157 -1.2400
C18 -4.8145 2.3344 -3.5299
C19 -5.5568 2.4100 -4.6934
C20 -4.8884 2.5137 -5.9017
C21 -3.4999 2.5331 -5.9303
C22 -2.7738 2.4440 -4.7501
C23 -3.4310 2.3449 -3.5350
H43 -6.6357 2.3910 -4.6596
H44 -5.4517 2.5793 -6.8221
H45 -2.9820 2.6156 -6.8766
H46 -1.6930 2.4500 -4.7743
H47 -2.8719 2.2675 -2.6130
O13 -6.3292 0.3136 2.3126
N5 -6.3194 0.3440 3.5266
O14 -6.0058 -0.5868 4.2424
C24 -6.7117 1.6068 4.1741
C25 -7.0978 2.6701 3.3798
C26 -7.4815 3.8521 3.9917
C27 -7.4715 3.9551 5.3763
C28 -7.0730 2.8767 6.1550
C29 -6.6893 1.6895 5.5533
H48 -7.1012 2.5793 2.3035
H49 -7.7906 4.6928 3.3864
H50 -7.7761 4.8787 5.8503
H51 -7.0633 2.9592 7.2329
H52 -6.3797 0.8443 6.1492